Formula: C6H6N3O4
Source: the Open Molecules 2025 dataset
Level of theory: ωB97M-V/def2-TZVPD

**Molecular weight**: 184.13 g/mol
**Energy relative to the best compared isomer or geometry (same formula, charge and spin)**: 94.0 kcal per mole
**Orbital gap (spin up / spin down)**: 7.384 / 7.260 eV
**Electronic energy**: -697.27086 hartree
**Charge**: -1

Each line ends with the Löwdin charge.
Positions of all 19 atoms, in Å:
C: 0.29981 -0.61365 -1.87388  -0.444
C: 1.99709 0.78681 1.14077  -0.683
C: -1.80280 -0.71095 0.25745  -0.257
C: -1.95267 0.43415 1.13669  -0.011
C: -0.33209 -1.27274 0.27138  -0.140
C: 1.07970 0.70679 -0.15015  -0.044
N: -0.25479 -1.29201 -2.60794  0.143
N: 0.47837 -0.43452 -0.53317  0.005
N: 1.44749 1.37238 -1.23869  -0.322
O: 1.53133 1.34363 2.12510  -0.005
O: 3.04766 0.16436 0.91215  0.008
O: 2.24129 2.30688 -1.22670  0.080
O: 0.92747 0.98529 -2.31057  0.046
H: -2.37316 -1.66454 0.56597  0.130
H: -2.03624 -0.30761 -0.81660  0.139
H: -2.02039 1.47332 0.99582  0.019
H: -1.94500 0.30256 2.31770  0.092
H: 0.15535 -1.43437 1.29192  0.166
H: -0.48844 -2.14578 -0.25726  0.079

Forces on the atoms, in the same order (eV/Å):
0.182 1.084 0.970
0.011 -0.446 0.103
-0.270 0.084 -0.862
-0.389 -0.879 4.719
-0.150 1.231 1.959
0.872 -1.831 1.557
-1.416 -2.285 -2.734
0.810 1.135 0.689
0.897 2.030 0.033
-0.123 0.238 0.270
-0.505 0.296 -0.045
0.398 0.627 0.325
-0.450 -0.382 -2.137
0.143 1.749 -0.545
0.346 -1.560 1.688
0.013 0.955 -1.289
0.096 -0.240 -2.543
-0.988 0.335 -1.296
0.524 -2.141 -0.863